1.
75
Properties=species:S:1:pos:R:3:mulliken_charge:R:1 method="wB97M-V/def2-TZVPD" homo_ha="-0.505 / -0.505" total_energy_ev=-91854.142 fmax_ha_per_bohr=0.02550 charge=+2 homo_lumo_gap_ha="0.2516 / 0.2517"
Co -0.4488 0.7643 -0.2756 -0.3618
C -3.8041 4.6649 3.7578 -0.4629
C -3.4979 5.0098 2.4491 -0.9259
C -2.5978 4.2412 1.7289 -0.2836
C -2.0074 3.1283 2.3265 0.5400
C -2.3204 2.7796 3.6415 -0.0980
C -3.2175 3.5570 4.3537 -0.8347
P -0.7903 2.1927 1.4199 1.5982
C -0.9112 0.4359 1.9135 0.0419
C 0.1293 -0.2768 2.5196 -0.3990
C -0.0681 -1.5954 2.8947 -0.8572
C -1.2965 -2.2022 2.6688 -0.4743
C -2.3374 -1.5053 2.0613 -0.8296
C -2.1488 -0.1925 1.6792 -0.0719
C 0.8716 2.7168 1.7569 0.3243
C 1.3242 3.5087 2.7816 -0.4996
C 2.6986 3.8217 2.8541 -1.0566
C 3.5651 3.3742 1.8922 -0.7843
C 3.1193 2.5835 0.7998 0.5629
C 3.9699 2.1804 -0.2583 -0.8662
C 3.4727 1.4895 -1.3265 -1.0572
C 2.0996 1.1241 -1.3777 -0.0797
C 1.2692 1.4687 -0.3390 0.6393
C 1.7517 2.2418 0.7511 0.1733
H -4.5065 5.2641 4.3189 0.4324
H -3.9564 5.8737 1.9915 0.4252
H -2.3468 4.5201 0.7136 0.3704
H -1.8716 1.9120 4.1071 0.4748
H -3.4619 3.2991 5.3733 0.4369
H 1.0857 0.2025 2.6884 0.4973
H 0.7280 -2.1479 3.3720 0.5218
H -1.4489 -3.2259 2.9771 0.4765
H -3.2906 -1.9862 1.8985 0.5367
H -2.9634 0.3561 1.2179 0.5542
H 0.6413 3.9023 3.5248 0.5659
H 3.0596 4.4356 3.6657 0.4506
H 4.6117 3.6452 1.9401 0.4615
H 5.0149 2.4522 -0.2207 0.4542
H 4.1216 1.2146 -2.1452 0.4960
H 1.7448 0.5695 -2.2340 0.5128
C 1.2441 -7.3836 -1.6777 -1.5611
C 1.1420 -5.9066 -1.4851 0.6604
C 2.2776 -5.1428 -1.2188 -0.8405
C 2.1978 -3.7785 -1.0279 0.6865
C 3.4701 -3.0273 -0.7440 -1.7012
C 0.9164 -3.1486 -1.0986 0.4292
C 0.9022 -1.7551 -0.8264 -0.0072
O -0.1235 -1.0483 -0.6771 -0.3720
C -0.2478 -3.9173 -1.3941 0.8519
C -1.6308 -3.3525 -1.5414 -1.6119
C -0.0996 -5.2761 -1.5750 -0.7396
H 2.2788 -7.7124 -1.7169 0.3709
H 0.7438 -7.6865 -2.5968 0.3901
H 0.7503 -7.9026 -0.8556 0.3381
H 3.2394 -5.6323 -1.1629 0.3484
H 4.3029 -3.7248 -0.7289 0.4072
H 3.4511 -2.5209 0.2205 0.3839
H 3.6835 -2.2809 -1.5092 0.3320
H 1.8684 -1.2550 -0.7040 0.3854
H -1.6481 -2.2954 -1.7744 0.0323
H -2.1942 -3.4927 -0.6160 0.3274
H -2.1569 -3.8972 -2.3243 0.5189
H -0.9710 -5.8727 -1.8126 0.5131
N -2.6795 2.7825 -6.8609 -0.3517
C -2.3265 2.4758 -5.8159 -0.3650
C -1.8787 2.0833 -4.5093 0.6852
C -1.2292 0.8652 -4.3309 -1.0620
C -0.8141 0.5228 -3.0603 -0.4047
N -1.0135 1.3220 -1.9984 0.4274
C -1.6336 2.4985 -2.1776 -0.1451
C -2.0879 2.9118 -3.4142 -0.7361
H -1.0531 0.1969 -5.1606 0.5593
H -0.3229 -0.4188 -2.8676 0.7663
H -1.7573 3.1095 -1.2986 0.3338
H -2.5866 3.8626 -3.5207 0.5461

***

2.
86
Properties=species:S:1:pos:R:3:mulliken_charge:R:1 method="wB97M-V/def2-TZVPD" homo_ha=-0.496 total_energy_ev=-145117.435 fmax_ha_per_bohr=0.02306 relative_energy_kcal_mol=12.6 charge=+2 homo_lumo_gap_ha=0.2397
Ta 1.5617 -0.7551 0.1980 2.3799
C -2.0439 6.7712 0.6893 -1.4669
C -1.1695 5.5688 0.4982 0.9454
C -0.7769 4.7980 1.5934 -1.2210
C -0.0057 3.6619 1.4287 0.1184
C 0.4099 3.3307 0.1447 0.1973
C 0.0543 4.0854 -0.9725 -0.5415
C -0.7526 5.1890 -0.7816 -1.0260
S 1.4744 1.9973 -0.1019 1.1705
O 2.6470 2.3841 -0.8079 -0.7039
O 0.7106 0.8624 -0.7837 -0.3471
N 1.6882 1.1067 1.2017 0.5165
C 2.5798 1.3235 2.2672 0.4419
C 3.0092 2.5162 2.7728 -0.4531
C 3.8525 2.5243 3.9066 -1.1235
C 4.2283 1.3607 4.5137 -0.9617
C 3.8038 0.1154 3.9878 0.4978
C 4.1711 -1.1362 4.5250 -0.6306
C 3.7430 -2.2827 3.9123 -1.2896
C 2.9620 -2.1966 2.7548 0.0260
N 2.5842 -1.0427 2.2243 0.3341
C 2.9913 0.1116 2.8459 0.0541
H -1.8211 7.2758 1.6280 0.3938
H -3.0932 6.4685 0.7185 0.2976
H -1.9275 7.4805 -0.1274 0.4055
H -1.0908 5.0855 2.5890 0.4262
H 0.2674 3.0495 2.2785 0.4632
H 0.4170 3.8265 -1.9589 0.5424
H -1.0441 5.7860 -1.6359 0.4405
H 2.7139 3.4528 2.3165 0.6159
H 4.1922 3.4736 4.2963 0.4531
H 4.8616 1.3716 5.3906 0.4732
H 4.7929 -1.1779 5.4105 0.5010
H 4.0081 -3.2594 4.2895 0.4667
H 2.6571 -3.0980 2.2439 0.6846
O -0.0704 -1.0621 1.5072 -0.5513
C -0.0040 -2.3270 1.3646 0.1771
O 1.0603 -2.7143 0.7414 -0.5742
C -1.1466 -3.2197 1.6382 -0.7888
C -1.8738 -3.3799 0.2660 -1.5332
Ge -1.9376 -1.7484 -0.8737 2.1185
C -0.0569 -1.6989 -1.6873 0.8243
C -0.0037 -0.7924 -2.7831 -0.3526
C 0.6388 -1.0926 -3.9620 -0.9613
C 1.2624 -2.3282 -4.1084 -0.7433
C 1.2002 -3.2705 -3.0872 -1.2687
C 0.5345 -2.9707 -1.9158 -0.4460
C -3.0666 -1.9385 -2.4340 0.1757
C -2.9033 -3.0178 -3.3029 -0.3403
C -3.7065 -3.1400 -4.4257 -0.8824
C -4.6732 -2.1789 -4.6930 -0.5785
C -4.8393 -1.1004 -3.8368 -0.7753
C -4.0412 -0.9810 -2.7064 -0.3469
C -2.7305 -0.3478 0.2239 0.1862
C -2.4865 1.0198 0.1733 0.4415
C -3.2678 1.8988 0.9125 -0.7113
C -4.2912 1.4245 1.7193 -0.6475
C -4.5508 0.0640 1.7693 -0.8619
C -3.7816 -0.8127 1.0179 -1.0034
H -1.7890 -2.7440 2.3768 0.3898
H -0.8027 -4.1848 2.0085 0.4358
H -2.9024 -3.6802 0.4637 0.6195
H -1.4216 -4.1928 -0.2996 0.5402
H -0.5102 0.1606 -2.7038 0.5060
H 0.6464 -0.3784 -4.7741 0.5479
H 1.7782 -2.5662 -5.0301 0.4968
H 1.6535 -4.2444 -3.2162 0.5378
H 0.4783 -3.7413 -1.1602 0.2884
H -2.1444 -3.7701 -3.1092 0.3637
H -3.5839 -3.9839 -5.0918 0.4315
H -5.3003 -2.2744 -5.5693 0.4110
H -5.5953 -0.3548 -4.0448 0.4298
H -4.1871 -0.1444 -2.0329 0.3206
H -1.7217 1.4155 -0.4820 0.4653
H -3.0847 2.9607 0.8425 0.5189
H -4.8969 2.1143 2.2920 0.4185
H -5.3616 -0.3156 2.3769 0.4444
H -4.0310 -1.8679 1.0455 0.3728
F 3.9608 -3.0829 -0.2765 -0.1775
C 4.7568 -2.3861 -1.0997 0.7400
F 5.9779 -2.3519 -0.6214 -0.1815
F 4.7232 -2.9157 -2.3048 -0.1765
S 4.0748 -0.6745 -1.1743 1.4510
O 4.8500 0.0875 -2.0628 -0.5426
O 3.8713 -0.2702 0.2329 -0.6063
O 2.6405 -0.9280 -1.5581 -0.6828

***

3.
81
Properties=species:S:1:pos:R:3:mulliken_charge:R:1 method="wB97M-V/def2-TZVPD" homo_ha=-0.358 total_energy_ev=-126015.548 fmax_ha_per_bohr=0.00935 charge=+1 homo_lumo_gap_ha=0.2758
Ga -0.3882 0.3282 0.6252 0.6415
C -1.2194 6.6040 3.7715 -1.5442
C -1.0546 5.4524 2.8108 0.1964
C -0.6958 5.6458 1.4804 -1.2072
C -0.4931 4.5838 0.6206 -0.9229
C -0.6696 3.2516 1.0228 1.7941
N -0.4213 2.1835 0.1786 0.7130
C -0.1451 2.4057 -1.1853 -1.1865
C -1.0396 3.0256 -2.0541 0.1116
C -0.7502 3.1728 -3.3969 -0.8763
C 0.4335 2.6775 -3.9446 0.3329
C 0.7171 2.7818 -5.4201 -1.5763
C 1.3205 2.0425 -3.0919 -0.5084
C 1.0418 1.9287 -1.7368 0.8503
N 2.0188 1.3100 -0.8861 0.5905
C 3.3611 1.3873 -0.9635 -0.1135
C 3.8874 0.6055 0.0430 -1.3704
C 2.7775 0.0772 0.7050 -0.3664
N 1.6545 0.5069 0.1337 -0.2652
C -1.0340 3.0668 2.3629 0.5672
C -1.1963 4.1431 3.2296 -0.5781
N -1.2366 1.7526 2.9217 0.0095
C -2.0551 1.4617 3.9415 -0.0706
C -1.7721 0.1848 4.3814 -1.3781
C -0.7565 -0.2493 3.5453 -0.0822
N -0.4155 0.6928 2.6588 0.0669
H -1.3871 7.5377 3.2359 0.3793
H -2.0632 6.4449 4.4445 0.3728
H -0.3255 6.7311 4.3869 0.3010
H -0.5510 6.6543 1.1073 0.3783
H -0.1837 4.7849 -0.3961 0.4354
H -1.9814 3.3825 -1.6538 0.6478
H -1.4725 3.6601 -4.0423 0.4216
H 0.1971 3.6329 -5.8591 0.4110
H 1.7840 2.8976 -5.6128 0.3868
H 0.3808 1.8831 -5.9436 0.2790
H 2.2345 1.6091 -3.4869 0.3494
H 3.8445 1.9981 -1.7082 0.5576
H 4.9289 0.4578 0.2736 0.4904
H 2.7326 -0.5846 1.5574 0.6141
H -1.4226 3.9482 4.2724 0.5980
H -2.7849 2.1731 4.2890 0.5732
H -2.2506 -0.3569 5.1794 0.4523
H -0.2493 -1.1961 3.5452 0.4214
O -3.8966 -0.1882 -1.0228 -0.7020
S -2.6654 -0.6143 -0.4533 1.3522
O -2.3516 -0.0883 0.9213 -0.6749
O -1.4269 -0.3065 -1.2148 -0.5338
C -2.6969 -2.3621 -0.1783 0.4889
C -3.9279 -2.9930 -0.1645 -0.5842
C -3.9983 -4.3282 0.2116 -0.7657
C -2.8472 -5.0073 0.5762 -0.7176
C -1.6108 -4.3675 0.5542 -0.5105
C -1.5148 -3.0341 0.1772 -0.6027
P 0.0965 -2.1752 0.0662 1.2428
C 0.5500 -2.3390 -1.6873 0.3707
C 1.7426 -1.7641 -2.1349 -0.3057
C 2.1226 -1.8823 -3.4627 -0.8498
C 1.3123 -2.5691 -4.3561 -0.9017
C 0.1320 -3.1470 -3.9134 -0.7310
C -0.2487 -3.0378 -2.5829 -0.6889
C 1.2906 -3.2517 0.9265 0.8792
C 2.3469 -3.8770 0.2684 -0.5278
C 3.2676 -4.6321 0.9869 -0.7446
C 3.1386 -4.7794 2.3589 -0.6018
C 2.0737 -4.1811 3.0223 -0.8546
C 1.1619 -3.4205 2.3080 -0.5059
H -4.8142 -2.4381 -0.4471 0.5988
H -4.9554 -4.8353 0.2223 0.4328
H -2.9070 -6.0467 0.8738 0.4515
H -0.7155 -4.9150 0.8195 0.4898
H 2.3915 -1.2502 -1.4422 0.6742
H 3.0565 -1.4466 -3.7965 0.5184
H 1.6029 -2.6600 -5.3944 0.4243
H -0.5008 -3.6859 -4.6069 0.4558
H -1.1751 -3.4958 -2.2586 0.4070
H 2.4561 -3.7796 -0.8039 0.4173
H 4.0867 -5.1118 0.4666 0.4352
H 3.8581 -5.3710 2.9116 0.4071
H 1.9541 -4.3097 4.0908 0.4442
H 0.3121 -2.9896 2.8159 0.4158